122
Properties=species:S:1:pos:R:3:lowdin_charge:R:1 method="wB97M-V/def2-TZVPD" de_lowest_kcal_mol=34.9 gap_ev="7.42 / 7.66" spin_multiplicity=2 energy_ev=-124948.95658 charge=+1 lumo_ev="-2.8 / -2.6" max_force_ev_per_a=5.72 s2=0.7615 homo_energy_ev="-10.241 / -10.227"
V -0.5230 -0.2264 0.5483 0.65
C -3.5040 3.5236 1.0214 -0.02
C -2.3395 2.7427 0.4622 -0.27
N -2.1819 1.4941 0.7680 -0.01
N -3.0360 1.0029 1.6768 -0.03
C -3.3050 -0.2708 1.6415 -0.84
N -4.0729 -0.7888 2.6330 0.10
S -2.7639 -1.3047 0.3866 0.77
C -1.4311 3.4538 -0.4363 -0.22
C -1.3772 4.8562 -0.3991 0.00
C -0.5957 5.5430 -1.3069 -0.03
C 0.1179 4.8185 -2.2498 -0.03
C 0.0363 3.4397 -2.1957 -0.18
N -0.7006 2.7714 -1.3224 -0.01
H -4.2878 2.8287 1.3201 0.07
H -3.2075 4.0817 1.9114 0.09
H -3.8969 4.2184 0.2808 0.09
H -4.5022 -0.1389 3.2738 0.11
H -4.5525 -1.6560 2.4572 0.10
H -1.9431 5.3990 0.3390 0.11
H -0.5504 6.6216 -1.2851 0.12
H 0.7088 5.3066 -3.0072 0.12
H 0.5626 2.8136 -2.9104 0.08
O 0.3962 1.0878 0.6139 -0.34
C 1.2465 1.8509 1.3650 -0.40
C 0.4186 2.4072 2.5464 -0.03
C -0.0215 1.3186 3.4864 -0.22
C -0.0986 1.5726 4.8517 0.01
C -0.4735 0.5497 5.7062 -0.02
C -0.7337 -0.6992 5.1736 0.00
C -0.6264 -0.8836 3.7943 -0.25
C -0.8936 -2.2386 3.2019 -0.03
C -0.0019 -2.6726 1.9993 -0.40
O -0.1761 -1.7535 0.9905 -0.34
C -0.4987 -4.0717 1.5987 -0.17
C -0.2980 -5.1328 2.4783 -0.03
C -0.7297 -6.4018 2.1444 -0.06
C -1.3647 -6.6285 0.9333 -0.08
C -1.5549 -5.5789 0.0529 -0.06
C -1.1168 -4.3060 0.3803 -0.04
C 1.4798 -2.8548 2.3624 -0.14
C 2.2666 -3.6416 1.5210 -0.04
C 3.5709 -3.9564 1.8561 -0.06
C 4.1226 -3.4845 3.0353 -0.08
C 3.3584 -2.6857 3.8640 -0.07
C 2.0515 -2.3685 3.5305 0.00
N -0.3045 0.1190 2.9867 0.17
C 1.8819 2.9524 0.5048 -0.13
C 1.9950 4.2824 0.8796 -0.02
C 2.6812 5.1800 0.0770 -0.07
C 3.2794 4.7601 -1.0957 -0.08
C 3.1396 3.4432 -1.4972 -0.07
C 2.4298 2.5586 -0.7109 -0.05
C 2.4532 1.0384 1.8551 -0.13
C 2.9218 0.0107 1.0469 -0.03
C 4.1177 -0.6261 1.3185 -0.06
C 4.8538 -0.2615 2.4313 -0.08
C 4.3696 0.7246 3.2728 -0.06
C 3.1811 1.3786 2.9893 -0.01
H -0.4611 2.9036 2.1247 0.13
H 0.9918 3.1461 3.1043 0.11
H 0.1475 2.5502 5.2352 0.12
H -0.5396 0.7174 6.7706 0.12
H -0.9962 -1.5291 5.8104 0.12
H -1.9218 -2.2611 2.8210 0.10
H -0.8239 -2.9933 3.9841 0.13
H 0.2193 -4.9690 3.4151 0.13
H -0.5606 -7.2182 2.8299 0.11
H -1.7017 -7.6210 0.6771 0.11
H -2.0418 -5.7482 -0.8951 0.11
H -1.2704 -3.4891 -0.3148 0.08
H 1.8396 -4.0573 0.6163 0.12
H 4.1568 -4.5867 1.2045 0.11
H 5.1319 -3.7504 3.3119 0.11
H 3.7739 -2.3079 4.7860 0.11
H 1.4848 -1.7484 4.2061 0.11
H 1.5639 4.6454 1.7987 0.11
H 2.7589 6.2125 0.3834 0.11
H 3.8451 5.4560 -1.6934 0.11
H 3.5828 3.1019 -2.4200 0.11
H 2.2942 1.5378 -1.0373 0.09
H 2.3557 -0.2632 0.1703 0.08
H 4.4789 -1.3930 0.6493 0.11
H 5.8028 -0.7343 2.6338 0.11
H 4.9335 1.0099 4.1490 0.11
H 2.8545 2.1651 3.6538 0.12
O 1.5418 -1.7006 -1.1686 -0.17
H 1.1010 -2.1282 -0.4194 0.01
H 2.1901 -2.3062 -1.5392 0.07
C -4.6525 1.5442 -4.4384 -0.18
Si -3.8312 0.4575 -3.0964 0.51
C -4.0803 -1.3930 -3.4881 -0.18
C -4.6323 1.0089 -1.4624 -0.17
C -1.9881 0.9758 -3.2089 -0.47
Te -0.3428 0.1946 -2.0535 1.53
C -0.3760 -1.5346 -3.3521 -0.48
Si 0.9822 -1.0693 -4.6250 0.47
C 2.7070 -0.9186 -3.8064 -0.18
C 0.6593 0.6062 -5.4852 -0.18
C 1.0595 -2.3963 -5.9927 -0.18
H -5.7307 1.4275 -4.4169 0.03
H -4.3171 1.3063 -5.4419 0.03
H -4.4407 2.5963 -4.2712 0.03
H -5.1394 -1.6354 -3.4703 0.03
H -3.5865 -2.0339 -2.7619 0.01
H -3.7110 -1.6520 -4.4784 0.03
H -5.7043 0.8410 -1.4759 0.04
H -4.4725 2.0693 -1.2942 0.02
H -4.2322 0.4683 -0.6150 -0.05
H -1.9680 2.0528 -3.0693 0.00
H -1.6620 0.7886 -4.2315 0.00
H -1.3544 -1.6119 -3.8124 -0.01
H -0.1609 -2.4704 -2.8476 0.01
H 2.6588 -0.3551 -2.8785 -0.01
H 3.3923 -0.3999 -4.4692 0.03
H 3.1479 -1.8887 -3.5985 0.03
H 0.5338 1.4136 -4.7694 -0.01
H -0.2177 0.5798 -6.1231 0.03
H 1.5039 0.8533 -6.1205 0.04
H 1.2135 -3.3940 -5.5982 0.02
H 1.8793 -2.1805 -6.6682 0.03
H 0.1502 -2.4147 -6.5830 0.03

=====

119
Properties=species:S:1:pos:R:3:lowdin_charge:R:1 method="wB97M-V/def2-TZVPD" de_lowest_kcal_mol=85.4 gap_ev="5.79 / 5.83" spin_multiplicity=4 energy_ev=-161812.78969 charge=0 lumo_ev="-0.6 / -0.6" max_force_ev_per_a=0.17 s2=3.7995 homo_energy_ev="-6.381 / -6.388"
Cr 0.2008 0.2675 0.7074 0.83
C 1.5627 3.2548 -2.0116 -0.06
C 1.2413 2.0181 -1.2250 -0.25
N -0.0798 1.7605 -0.6715 -0.09
N -1.0990 1.1596 -1.5132 0.15
C -1.9314 0.5386 -0.7222 -0.45
O -1.7595 0.4311 0.5630 -0.17
C -3.1312 -0.0956 -1.3115 -0.12
C -3.7133 -1.1697 -0.6465 -0.01
C -4.8291 -1.7935 -1.1825 -0.07
C -5.3717 -1.3392 -2.3769 -0.09
C -4.7950 -0.2624 -3.0382 -0.08
C -3.6747 0.3571 -2.5087 -0.01
C 2.2855 1.2119 -0.8144 -0.26
C 3.6016 1.3479 -1.3873 -0.02
C 4.5743 0.4442 -1.1042 -0.08
C 4.3145 -0.6437 -0.2399 -0.09
C 3.0797 -0.6965 0.3358 -0.15
N 2.1161 0.2215 0.1287 -0.02
H 0.7195 3.9247 -2.0493 0.02
H 1.8503 3.0503 -3.0481 0.09
H 2.3891 3.8015 -1.5433 0.09
H -3.2727 -1.5087 0.2821 0.11
H -5.2762 -2.6355 -0.6698 0.10
H -6.2451 -1.8247 -2.7937 0.10
H -5.2205 0.0937 -3.9677 0.10
H -3.2131 1.1968 -3.0088 0.09
H 3.7912 2.1482 -2.0856 0.10
H 5.5504 0.5494 -1.5626 0.10
H 5.0526 -1.4030 -0.0306 0.10
H 2.8267 -1.5062 1.0087 0.11
C -3.3112 1.7287 2.8316 -0.05
C -2.4321 2.7837 2.1541 -0.37
C -2.3202 4.0165 3.0600 -0.04
C -2.9397 3.1911 0.7792 -0.11
C -4.3005 3.4739 0.6892 -0.02
C -4.8686 3.8907 -0.4925 -0.05
C -4.0593 4.0901 -1.5947 -0.04
C -2.6879 3.8576 -1.5673 -0.12
C -1.9515 4.3526 -2.8045 -0.35
C -1.1513 5.6130 -2.4363 -0.05
C -1.2293 3.3412 -3.6957 -0.06
C -2.1328 3.3524 -0.3690 -0.08
N -0.7115 3.0458 -0.2155 0.05
C -0.0120 3.7289 0.6876 -0.02
C 0.8629 3.2105 1.6045 -0.27
C 1.5807 4.0335 2.5081 0.00
C 2.0064 3.2227 3.5154 -0.01
C 1.5049 1.9176 3.2328 -0.21
N 0.8574 1.8781 2.0635 0.09
C 1.5701 0.7748 4.2221 -0.53
C 2.3112 1.1994 5.4936 -0.06
C 0.1297 0.4130 4.6207 -0.06
C 2.3353 -0.4062 3.6248 -0.06
H -2.8074 1.3697 3.7325 0.07
H -3.4815 0.8801 2.1720 0.08
H -4.2730 2.1373 3.1472 0.07
H -1.4509 2.3413 2.0524 0.08
H -3.3051 4.4576 3.2307 0.08
H -1.6807 4.7891 2.6307 0.07
H -1.9019 3.7350 4.0288 0.08
H -4.9206 3.3522 1.5666 0.11
H -5.9314 4.0866 -0.5547 0.11
H -4.5020 4.4608 -2.5108 0.11
H -2.7478 4.7290 -3.4514 0.12
H -0.3568 5.4362 -1.7135 0.05
H -1.8238 6.3507 -1.9940 0.09
H -0.7012 6.0531 -3.3284 0.08
H -0.4683 2.7481 -3.2134 0.03
H -0.7801 3.8798 -4.5342 0.09
H -1.9478 2.6325 -4.1092 0.07
H -0.2228 4.7936 0.7193 0.15
H 1.7153 5.0991 2.4024 0.12
H 2.5643 3.5083 4.3899 0.10
H 1.8139 2.0326 5.9924 0.09
H 3.3430 1.4836 5.2807 0.09
H 2.3336 0.3578 6.1880 0.09
H -0.2985 1.2189 5.2216 0.09
H 0.1133 -0.5037 5.2135 0.09
H -0.5159 0.2827 3.7537 0.02
H 3.3634 -0.1160 3.3999 0.10
H 1.8822 -0.7576 2.7073 -0.01
H 2.3517 -1.2406 4.3293 0.10
C 3.1799 -6.3322 1.4815 -0.05
C 2.0553 -6.4420 0.4423 -0.56
C 2.6249 -7.1087 -0.8098 -0.07
C 0.9375 -7.3356 0.9969 -0.05
C 1.5012 -5.0480 0.1501 -0.17
C 0.9111 -4.3124 1.1737 -0.08
C 0.4290 -3.0599 0.8845 -0.51
Br -0.4265 -2.0361 2.2536 0.98
C 0.4966 -2.4233 -0.3662 -0.37
O -0.0213 -1.2199 -0.5052 -0.24
C 1.0943 -3.1670 -1.4054 -0.07
C 1.5568 -4.4506 -1.1026 0.02
C 1.1992 -2.7012 -2.8677 -0.52
C 2.5843 -3.0519 -3.4376 -0.05
C 0.1154 -3.4372 -3.6695 -0.04
C 1.0175 -1.1963 -3.0800 -0.04
H 3.5874 -7.3207 1.7071 0.08
H 2.8216 -5.8959 2.4152 0.08
H 3.9895 -5.7037 1.1055 0.09
H 2.9943 -8.1037 -0.5546 0.08
H 3.4584 -6.5386 -1.2246 0.09
H 1.8653 -7.2250 -1.5853 0.09
H 1.3225 -8.3345 1.2144 0.08
H 0.1261 -7.4292 0.2727 0.09
H 0.5190 -6.9292 1.9186 0.08
H 0.8199 -4.7062 2.1776 0.11
H 1.9911 -5.0188 -1.9109 0.09
H 2.7755 -4.1241 -3.4829 0.07
H 3.3706 -2.5859 -2.8392 0.09
H 2.6592 -2.6676 -4.4568 0.08
H 0.2357 -4.5206 -3.6005 0.08
H 0.1679 -3.1514 -4.7231 0.08
H -0.8775 -3.1793 -3.2947 0.09
H 1.7545 -0.6283 -2.5131 0.08
H 0.0311 -0.8410 -2.7977 0.07
H 1.1746 -0.9799 -4.1406 0.09

=====

112
Properties=species:S:1:pos:R:3:lowdin_charge:R:1 method="wB97M-V/def2-TZVPD" gap_ev=8.28 energy_ev=-54773.85662 charge=+1 lumo_ev=-2.7 max_force_ev_per_a=3.80 homo_energy_ev=-11.005
C -2.0549 3.2177 -1.8256 -0.05
C -2.5295 3.7070 -0.4649 -0.53
C -1.4550 4.6655 0.0606 -0.04
C -3.8098 4.5338 -0.6806 -0.04
C -2.8676 2.6060 0.5772 -0.08
C -3.2724 3.0150 1.8546 -0.05
C -3.8454 2.1130 2.7714 -0.06
C -4.1892 0.8296 2.3299 -0.05
C -3.8386 0.4095 1.0294 -0.07
C -4.5273 -0.8182 0.3461 -0.53
C -3.5957 -2.0286 0.2635 -0.04
C -5.0498 -0.4926 -1.0581 -0.03
C -5.7482 -1.2498 1.1655 -0.06
C -2.8554 1.1934 0.3695 -0.09
N -1.6646 0.5614 -0.1436 0.10
C -0.4796 0.4502 0.5594 -0.05
C -0.3301 0.9685 1.9631 0.02
C 0.3174 2.3378 1.9243 -0.21
C 1.3504 2.5394 0.9963 -0.06
C 2.1849 3.6563 1.0794 -0.06
C 1.9649 4.6003 2.0926 -0.07
C 0.8298 4.4785 2.9048 -0.07
C -0.0384 3.3915 2.7744 -0.07
N 0.4406 -0.0840 -0.3403 0.08
C 1.7982 -0.5092 -0.0559 -0.10
C 1.9790 -1.5761 0.8459 -0.07
C 1.1805 -2.8846 0.6777 -0.51
C -0.2630 -2.7098 1.1104 -0.04
C 1.8096 -3.9718 1.5487 -0.04
C 1.1696 -3.3693 -0.7820 -0.02
C 3.0467 -1.4285 1.7671 -0.04
C 4.0353 -0.4630 1.5386 -0.06
C 4.0366 0.2432 0.3411 -0.02
C 2.9486 0.1690 -0.5547 -0.10
C 3.1312 0.6625 -2.0151 -0.52
C 4.4733 1.3762 -2.1897 -0.06
C 2.0838 1.7138 -2.3925 -0.04
C 3.0603 -0.5558 -2.9412 -0.02
C -0.2590 -0.4423 -1.5102 -0.04
C -1.5214 -0.0262 -1.3984 -0.03
H -2.7775 2.5452 -2.2955 0.09
H -1.9415 4.0935 -2.4818 0.10
H -1.0711 2.7393 -1.7799 0.07
H -1.7214 5.0751 1.0424 0.08
H -0.4809 4.1620 0.1475 0.07
H -1.3474 5.5073 -0.6448 0.10
H -4.1798 4.9462 0.2670 0.09
H -3.6080 5.3696 -1.3687 0.10
H -4.6017 3.9057 -1.1096 0.09
H -3.1220 4.0608 2.1629 0.12
H -4.0656 2.4403 3.7973 0.12
H -4.7582 0.1848 3.0163 0.12
H -3.0664 -2.1791 1.2142 0.07
H -4.2231 -2.9198 0.0833 0.10
H -2.8723 -1.9402 -0.5600 0.07
H -5.8405 0.2629 -0.9986 0.10
H -4.2701 -0.1299 -1.7329 0.06
H -5.4835 -1.4049 -1.4924 0.10
H -6.4580 -0.4197 1.2709 0.10
H -6.2578 -2.0688 0.6406 0.10
H -5.4483 -1.6157 2.1540 0.08
H -1.3850 1.0106 2.3479 0.11
H 1.5238 1.7728 0.2437 0.07
H 3.0193 3.7268 0.3757 0.11
H 2.6349 5.4624 2.1799 0.11
H 0.6460 5.2272 3.6760 0.12
H -0.9599 3.3584 3.3576 0.11
H -0.7822 -1.9216 0.5680 0.06
H -0.8072 -3.6582 1.0016 0.11
H -0.3020 -2.4434 2.1620 0.04
H 2.8776 -4.0632 1.3007 0.10
H 1.6850 -3.7314 2.6165 0.06
H 1.3180 -4.9314 1.3345 0.10
H 2.1768 -3.7418 -1.0570 0.10
H 0.4485 -4.2028 -0.8470 0.10
H 0.8627 -2.5700 -1.4831 0.05
H 3.1358 -2.0380 2.6665 0.11
H 4.8288 -0.2794 2.2799 0.13
H 4.9166 0.8392 0.1095 0.11
H 5.3364 0.8039 -1.8320 0.09
H 4.6568 1.6040 -3.2460 0.10
H 4.4640 2.3379 -1.6597 0.09
H 1.1008 1.2597 -2.5608 0.06
H 2.0163 2.4754 -1.5923 0.08
H 2.4016 2.2287 -3.3196 0.10
H 2.0526 -0.9789 -2.9535 0.05
H 3.3251 -0.2891 -3.9708 0.10
H 3.7399 -1.3459 -2.5999 0.10
H 0.2235 -0.8866 -2.3632 0.11
H -2.3113 -0.0484 -2.1315 0.13
C 1.7213 0.5821 3.8507 -0.13
C 2.0902 1.7317 4.8278 -0.14
C 0.7596 2.0982 5.4678 -0.04
C -0.2874 1.4470 4.8844 -0.03
C 0.1784 0.5377 3.7121 -0.19
C -0.4003 -0.8509 3.8832 -0.19
C -1.7887 -0.9499 3.7809 -0.05
C -2.4181 -2.1985 3.8341 -0.07
C -1.6655 -3.3368 4.1466 -0.07
C -0.2791 -3.2360 4.3364 -0.08
C 0.3653 -1.9931 4.2032 -0.04
H 2.1629 0.6596 2.8459 0.09
H 2.1593 -0.3092 4.3333 0.10
H 2.8793 1.3743 5.5378 0.13
H 2.4916 2.5799 4.2478 0.10
H 0.6853 2.8371 6.2892 0.12
H -1.3548 1.5415 5.1978 0.13
H -2.3720 -0.0218 3.6802 0.09
H -3.4996 -2.2527 3.6744 0.10
H -2.1640 -4.2931 4.2800 0.11
H 0.3333 -4.1039 4.5715 0.11
H 1.4464 -1.9619 4.3388 0.10

=====

119
Properties=species:S:1:pos:R:3:lowdin_charge:R:1 method="wB97M-V/def2-TZVPD" de_lowest_kcal_mol=19.9 gap_ev="6.03 / 5.88" spin_multiplicity=4 energy_ev=-175249.88579 charge=+1 lumo_ev="-3.4 / -3.5" max_force_ev_per_a=2.95 s2=3.7982 homo_energy_ev="-9.408 / -9.418"
V -0.7941 0.6870 -0.0231 0.34
C 2.3921 -1.3987 -1.0069 -0.21
Si 1.5102 0.0938 -0.1697 0.57
C 1.9124 1.7264 -1.1058 -0.31
C 3.0145 2.5187 -0.8118 -0.09
C 3.2351 3.7127 -1.4736 -0.06
C 2.3469 4.1300 -2.4508 -0.06
C 1.2411 3.3563 -2.7599 -0.08
C 1.0053 2.1639 -2.0818 -0.40
P -0.3225 0.9696 -2.4937 1.09
C 0.3363 0.6072 -4.2168 -0.42
C 1.7770 0.0904 -4.2473 -0.18
C 2.1669 -0.2708 -5.6930 -0.18
C 1.3105 0.4964 -6.6954 -0.20
C -0.1514 0.0465 -6.5751 -0.18
C -0.5043 -0.2912 -5.1170 -0.19
C -1.9127 1.9047 -2.8642 -0.42
C -2.0594 2.7932 -4.0985 -0.19
C -3.4060 3.5156 -4.0242 -0.19
C -4.5576 2.5166 -3.9852 -0.19
C -4.4121 1.5823 -2.7894 -0.19
C -3.0589 0.8808 -2.8399 -0.21
C 2.3900 0.3519 1.4959 -0.31
C 3.7297 0.0389 1.6738 -0.10
C 4.3857 0.3431 2.8519 -0.07
C 3.7014 0.9943 3.8639 -0.06
C 2.3626 1.3062 3.7064 -0.08
C 1.6880 0.9642 2.5369 -0.36
P -0.0987 1.2746 2.2511 1.08
C -0.9006 0.4342 3.7301 -0.38
C -0.4983 0.8583 5.1621 -0.19
C -1.7158 1.0899 6.0584 -0.20
C -2.6420 -0.1180 6.0384 -0.18
C -3.0923 -0.4467 4.6051 -0.17
C -2.4227 0.4546 3.5657 -0.23
C -0.2736 3.1404 2.3537 -0.40
C -0.2355 3.8375 3.7102 -0.19
C -0.5936 5.3252 3.5462 -0.18
C -0.1082 5.9136 2.2130 -0.19
C 1.1325 5.1741 1.7303 -0.18
C 0.7898 3.7192 1.4015 -0.20
H 3.3219 -1.0900 -1.4763 0.03
H 1.7688 -1.8546 -1.7716 0.00
H 2.6254 -2.1607 -0.2710 0.02
H 3.7065 2.1893 -0.0487 0.10
H 4.0952 4.3187 -1.2288 0.11
H 2.5197 5.0530 -2.9833 0.11
H 0.5715 3.6992 -3.5342 0.09
H 0.3353 1.6154 -4.6515 0.10
H 1.8727 -0.7967 -3.6232 0.09
H 2.4569 0.8470 -3.8519 0.11
H 2.0200 -1.3380 -5.8637 0.11
H 3.2226 -0.0587 -5.8587 0.11
H 1.6713 0.3317 -7.7109 0.11
H 1.3963 1.5679 -6.4984 0.11
H -0.3248 -0.8282 -7.2025 0.11
H -0.8047 0.8428 -6.9393 0.11
H -0.2802 -1.3366 -4.9005 0.12
H -1.5725 -0.1531 -4.9627 0.08
H -2.0323 2.5523 -1.9809 0.08
H -2.0166 2.1963 -5.0096 0.11
H -1.2686 3.5422 -4.1440 0.09
H -3.5152 4.1703 -4.8876 0.11
H -3.4316 4.1417 -3.1275 0.12
H -4.5571 1.9338 -4.9078 0.12
H -5.5096 3.0451 -3.9289 0.11
H -5.2123 0.8385 -2.7924 0.12
H -4.5072 2.1704 -1.8721 0.09
H -3.0262 0.2608 -3.7379 0.11
H -2.9497 0.2020 -1.9875 0.07
H 4.2659 -0.4478 0.8733 0.10
H 5.4275 0.0917 2.9762 0.11
H 4.2056 1.2561 4.7817 0.11
H 1.8709 1.8236 4.5113 0.08
H -0.5761 -0.6084 3.5730 0.12
H 0.0886 1.7706 5.1642 0.06
H 0.1209 0.0750 5.6036 0.12
H -2.2599 1.9805 5.7375 0.11
H -1.3718 1.2732 7.0775 0.12
H -3.5056 0.0804 6.6720 0.11
H -2.1122 -0.9703 6.4656 0.11
H -4.1748 -0.3402 4.5115 0.11
H -2.8422 -1.4829 4.3690 0.11
H -2.8062 1.4761 3.6445 0.12
H -2.6710 0.0779 2.5723 0.07
H -1.2736 3.3385 1.9446 0.07
H 0.7536 3.7460 4.1592 0.11
H -0.9705 3.3956 4.3816 0.09
H -0.1445 5.8729 4.3754 0.11
H -1.6771 5.4460 3.6168 0.11
H 0.1089 6.9764 2.3376 0.11
H -0.8886 5.8307 1.4513 0.10
H 1.8913 5.2114 2.5131 0.12
H 1.5458 5.6550 0.8424 0.11
H 1.7114 3.1299 1.4660 0.09
H 0.4218 3.6480 0.3665 0.11
Se -7.9581 -1.3270 1.5526 1.18
N -6.4755 -2.1679 1.1219 -0.23
C -5.5226 -1.2828 0.9038 -0.32
C -4.1704 -1.6172 0.5509 -0.07
C -3.7304 -2.9265 0.3759 0.03
C -2.3914 -3.1312 0.0607 -0.01
C -1.5381 -2.0505 -0.0339 -0.08
N -1.9323 -0.7817 0.1273 -0.07
C -3.2491 -0.5548 0.3978 -0.17
C -3.6612 0.8098 0.5177 -0.18
N -2.7132 1.7507 0.3004 0.05
C -3.0837 3.0246 0.3417 -0.13
C -4.3721 3.4465 0.6449 -0.01
C -5.3432 2.4996 0.9212 0.03
C -4.9954 1.1525 0.8479 -0.08
C -5.9251 0.0827 1.0679 -0.33
N -7.1877 0.2487 1.4155 -0.23
H -4.4234 -3.7435 0.4992 0.12
H -2.0146 -4.1278 -0.0956 0.12
H -0.4819 -2.1963 -0.2372 0.11
H -2.3194 3.7580 0.1001 0.12
H -4.6091 4.4980 0.6547 0.12
H -6.3555 2.7730 1.1700 0.13